Here is a cluster of 3 separate species, C30H63N3O7S2 in total in a non-equilibrium geometry from OMol25. Energies are from wB97M-V/def2-TZVPD.

```
! wB97M-V def2-TZVPD RIJCOSX def2/J DEFGRID3
* xyz 0 1
C -6.851 -2.210 -0.618
C -6.172 -1.625 -2.001
O -6.958 -1.418 -3.090
O -4.749 -1.263 -2.121
C -3.865 -2.435 -1.966
C -3.210 -2.514 -0.458
C -2.707 -1.001 -0.074
C -1.942 -0.920 1.410
C -0.784 0.229 1.250
C 0.202 0.372 2.594
C 0.264 -0.883 3.647
C -1.001 -1.000 4.678
O -0.988 -2.412 5.188
C -0.914 -0.044 6.007
N -2.196 0.722 6.289
C 1.693 0.221 1.849
O 2.570 -0.787 1.939
O 1.850 1.493 1.075
C 1.142 2.605 1.790
S 2.453 3.883 2.226
C 1.820 5.298 3.302
O 2.988 4.560 0.910
O 3.611 3.203 3.001
C 0.422 1.909 3.116
C -0.769 2.714 3.894
C -2.284 2.453 3.331
C -2.568 3.479 2.070
S -3.127 5.117 2.840
H -7.978 -2.554 -0.753
H -6.828 -1.323 0.172
H -6.184 -3.074 -0.189
H -4.375 -3.461 -2.287
H -2.969 -2.280 -2.716
H -4.052 -2.856 0.310
H -2.330 -3.309 -0.466
H -1.994 -0.507 -0.886
H -3.635 -0.256 0.014
H -1.487 -1.958 1.740
H -2.811 -0.613 2.169
H -0.121 -0.078 0.306
H -1.233 1.279 0.995
H 0.335 -1.873 3.018
H 1.261 -0.838 4.302
H -2.058 -0.852 4.199
H -1.925 -2.756 5.284
H 0.012 0.695 5.885
H -0.680 -0.710 6.967
H -2.845 0.733 5.472
H -2.665 0.406 7.166
H 0.366 2.925 0.942
H 0.712 5.523 2.999
H 1.950 5.084 4.450
H 2.454 6.257 2.979
H 1.272 1.817 3.916
H -0.765 2.579 5.075
H -0.550 3.876 3.725
H -2.547 1.333 3.114
H -3.026 2.802 4.198
H -1.604 3.734 1.436
H -3.442 3.092 1.359
H -2.663 5.079 4.166
C 4.194 5.317 -5.491
C 4.050 4.334 -4.329
N 2.798 4.471 -3.580
C 2.791 3.711 -2.325
C 2.866 2.190 -2.420
C 1.563 4.386 -4.362
C 1.320 3.111 -5.163
H 4.097 6.352 -5.149
H 5.183 5.205 -5.949
H 3.453 5.137 -6.274
H 4.890 4.526 -3.650
H 4.183 3.318 -4.713
H 1.905 3.985 -1.739
H 3.640 4.054 -1.718
H 1.911 1.758 -2.726
H 3.097 1.776 -1.430
H 3.645 1.850 -3.105
H 1.537 5.234 -5.057
H 0.701 4.557 -3.704
H 2.215 2.763 -5.685
H 0.552 3.294 -5.921
H 0.950 2.303 -4.528
C 0.536 -4.178 -0.010
C 1.587 -5.130 -0.582
N 1.058 -6.095 -1.549
C 2.013 -7.158 -1.883
C 3.296 -6.753 -2.603
C 0.328 -5.537 -2.688
C 1.069 -4.554 -3.589
H -0.287 -4.729 0.454
H 0.991 -3.543 0.758
H 0.125 -3.514 -0.776
H 2.009 -5.678 0.270
H 2.402 -4.536 -1.007
H 1.506 -7.930 -2.474
H 2.296 -7.664 -0.950
H 3.115 -6.536 -3.658
H 4.009 -7.586 -2.570
H 3.782 -5.889 -2.143
H -0.572 -5.039 -2.310
H -0.063 -6.355 -3.307
H 1.660 -3.827 -3.025
H 0.348 -3.991 -4.190
H 1.729 -5.071 -4.290
*
```

Values from the calculation:
- Structure (SMILES): CC(=O)OCCCCC[C@@]1(C[C@@H](O)CN)C(=O)O[C@H](S(C)(=O)=O)[C@H]1CCCS.CCN(CC)CC.CCN(CC)CC
- Gap between HOMO and LUMO: 7.76 eV
- DFT total energy: -2667.7259 hartree
- Highest occupied orbital energy: -7.743 eV

---

Here is a cluster of 10 separate species, C30H64N8O14 in total in a non-equilibrium geometry from OMol25. Energies are from wB97M-V/def2-TZVPD.

```
! wB97M-V def2-TZVPD RIJCOSX def2/J DEFGRID3
* xyz 0 1
O -0.661 -16.716 5.518
C 0.175 -17.024 6.381
O 0.842 -16.129 7.042
C 1.672 -16.673 8.041
C 1.539 -18.159 7.770
O 0.620 -18.251 6.732
H 2.711 -16.348 7.989
H 1.206 -16.510 9.013
H 1.217 -18.696 8.662
H 2.503 -18.532 7.426
O 4.049 -19.561 12.686
C 4.030 -19.491 13.928
O 3.465 -18.499 14.698
C 3.459 -18.885 16.007
C 4.415 -20.051 16.046
O 4.392 -20.503 14.704
H 3.840 -18.066 16.617
H 2.473 -19.121 16.408
H 4.004 -20.813 16.709
H 5.446 -19.788 16.281
C -2.092 -18.317 11.729
N -2.736 -18.557 10.461
C -2.807 -19.849 9.931
C -3.480 -20.214 8.586
O -2.186 -20.718 10.477
H -2.056 -19.235 12.316
H -2.634 -17.547 12.277
H -1.045 -18.019 11.666
H -3.309 -17.815 10.086
H -4.291 -20.925 8.741
H -2.886 -20.562 7.740
H -3.851 -19.312 8.100
C 3.893 -20.218 -2.041
N 3.399 -19.610 -0.773
C 4.098 -19.509 0.300
C 3.460 -18.891 1.510
O 5.213 -19.985 0.335
H 3.341 -19.847 -2.905
H 3.763 -21.300 -2.038
H 4.950 -19.964 -2.122
H 2.440 -19.299 -0.709
H 2.727 -18.134 1.230
H 4.288 -18.403 2.024
H 3.025 -19.509 2.294
C -1.845 -14.966 -0.414
N -2.315 -15.993 -1.266
C -1.611 -16.632 -2.168
C -2.310 -17.694 -3.002
O -0.412 -16.354 -2.354
H -2.520 -14.124 -0.563
H -0.785 -14.724 -0.489
H -2.140 -15.178 0.613
H -3.289 -16.012 -1.534
H -2.311 -18.592 -2.384
H -1.736 -17.959 -3.890
H -3.362 -17.512 -3.219
C 9.127 -21.370 11.538
N 8.561 -21.164 10.238
C 8.658 -20.046 9.479
C 7.960 -20.165 8.118
O 9.223 -19.018 9.730
H 10.108 -20.902 11.464
H 9.393 -22.397 11.788
H 8.528 -20.971 12.357
H 8.079 -21.905 9.749
H 7.069 -20.790 8.171
H 8.705 -20.484 7.390
H 7.550 -19.198 7.826
C -6.482 -20.970 -1.354
N -6.093 -20.233 -0.168
C -5.584 -20.773 0.988
C -5.049 -19.754 1.991
O -5.443 -21.982 1.143
H -5.718 -21.725 -1.541
H -6.467 -20.296 -2.210
H -7.474 -21.420 -1.305
H -5.975 -19.258 -0.403
H -5.738 -18.909 1.983
H -4.024 -19.440 1.790
H -5.123 -20.145 3.005
C 2.594 -24.519 10.266
N 3.691 -25.359 10.742
C 4.958 -25.255 10.329
C 5.940 -26.270 10.889
O 5.369 -24.397 9.532
H 1.715 -25.100 10.544
H 2.487 -24.533 9.181
H 2.564 -23.554 10.771
H 3.450 -26.263 11.123
H 6.618 -25.847 11.630
H 6.558 -26.672 10.085
H 5.438 -27.073 11.428
C 2.338 -13.180 11.791
N 3.136 -12.223 11.082
C 2.572 -11.312 10.288
C 3.539 -10.385 9.561
O 1.341 -11.208 10.125
H 2.705 -14.196 11.652
H 1.287 -13.183 11.501
H 2.457 -13.000 12.859
H 4.145 -12.181 11.109
H 4.079 -9.807 10.309
H 2.945 -9.688 8.970
H 4.188 -10.900 8.853
C -7.543 -15.544 8.903
N -7.121 -14.596 7.875
C -5.831 -14.447 7.656
C -5.369 -13.562 6.450
O -5.021 -14.952 8.433
H -8.156 -14.992 9.616
H -6.770 -16.151 9.376
H -8.207 -16.250 8.404
H -7.777 -14.217 7.207
H -4.406 -13.816 6.009
H -5.267 -12.515 6.738
H -6.138 -13.655 5.683
*
```

Values from the calculation:
- Relative energy (zero: lowest compared OMol25 entry of this formula, charge and spin): 0.0 kcal/mol
- Structure (SMILES): O=C1OCCO1.O=C1OCCO1.CNC(C)=O.CNC(C)=O.CNC(C)=O.CNC(C)=O.CNC(C)=O.CNC(C)=O.CNC(C)=O.CNC(C)=O
- Gap between HOMO and LUMO: 9.22 eV
- DFT total energy: -2672.9224 hartree
- Highest occupied orbital energy: -9.055 eV

---

Here is a cluster of 8 separate species, C30H65NO27P4 in total in a non-equilibrium geometry from OMol25. Energies are from wB97M-V/def2-TZVPD.

```
! wB97M-V def2-TZVPD RIJCOSX def2/J DEFGRID3
* xyz 0 1
O -2.063 5.004 1.309
N -2.883 4.688 0.508
O -2.635 3.737 -0.268
C -4.055 5.583 0.418
C -5.053 5.284 -0.564
C -6.024 6.177 -0.895
C -6.223 7.278 -0.137
C -5.413 7.516 0.974
C -4.312 6.678 1.202
H -4.803 4.753 -1.471
H -6.608 6.053 -1.795
H -6.956 8.039 -0.359
H -5.643 8.231 1.749
H -3.507 6.843 1.904
C -7.079 1.204 -7.259
O -7.126 0.488 -6.072
P -6.505 0.938 -4.585
O -7.003 2.234 -4.036
O -6.692 -0.323 -3.620
C -6.233 -0.355 -2.321
O -4.879 0.910 -4.806
C -4.100 2.030 -5.191
H -6.453 0.712 -8.003
H -6.610 2.186 -7.188
H -8.076 1.440 -7.632
H -6.562 0.610 -1.937
H -5.143 -0.373 -2.336
H -6.602 -1.110 -1.627
H -3.373 2.381 -4.459
H -4.693 2.907 -5.453
H -3.599 1.705 -6.102
C 0.858 -3.380 11.904
O 0.736 -3.085 10.485
P 1.724 -3.384 9.269
O 1.068 -3.504 7.920
O 2.774 -2.139 9.430
C 3.321 -1.393 8.295
O 2.558 -4.724 9.667
C 3.891 -4.927 9.223
H -0.172 -3.466 12.250
H 1.431 -2.762 12.595
H 1.250 -4.390 12.028
H 4.394 -1.478 8.468
H 2.897 -0.399 8.436
H 3.178 -1.915 7.349
H 4.074 -5.574 8.364
H 4.582 -5.359 9.946
H 4.329 -3.952 9.011
C 8.488 0.821 6.500
O 7.695 1.214 5.334
P 6.447 2.314 5.481
O 6.184 2.818 6.881
O 6.872 3.664 4.632
C 8.179 4.158 4.558
O 5.177 1.835 4.593
C 5.297 1.431 3.287
H 8.521 -0.239 6.752
H 8.154 1.292 7.424
H 9.542 1.038 6.327
H 8.223 5.244 4.464
H 8.485 3.868 3.552
H 8.881 3.870 5.340
H 6.365 1.355 3.081
H 4.883 2.218 2.656
H 4.899 0.439 3.072
C -1.728 -1.573 -14.470
O -2.093 -0.399 -13.852
P -3.314 -0.244 -12.792
O -4.432 -1.210 -12.805
O -3.753 1.233 -13.207
C -5.092 1.540 -13.444
O -2.589 -0.095 -11.307
C -2.222 -1.213 -10.534
H -1.494 -1.351 -15.511
H -2.495 -2.345 -14.401
H -0.880 -1.992 -13.928
H -5.865 0.991 -12.907
H -5.362 1.442 -14.496
H -5.116 2.599 -13.184
H -1.137 -1.158 -10.627
H -2.496 -2.169 -10.979
H -2.523 -1.231 -9.487
C -2.849 0.350 6.613
C -4.159 0.606 7.465
O -5.241 -0.017 6.859
C -6.343 0.563 6.352
O -6.520 1.770 6.294
O -7.237 -0.387 5.891
C -7.219 -1.743 6.198
H -2.110 0.132 7.384
H -2.567 1.167 5.948
H -2.999 -0.457 5.897
H -4.140 1.686 7.609
H -4.053 0.146 8.447
H -7.514 -1.835 7.244
H -6.206 -2.136 6.282
H -7.787 -2.458 5.603
C -0.089 -0.753 1.785
C 0.493 -1.145 0.435
O -0.578 -1.429 -0.445
C -0.319 -1.694 -1.661
O 0.730 -1.736 -2.287
O -1.483 -1.800 -2.314
C -1.528 -1.957 -3.696
H 0.583 -0.680 2.640
H -0.879 -1.445 2.075
H -0.638 0.159 1.552
H 1.074 -2.065 0.492
H 1.203 -0.451 -0.015
H -1.242 -1.025 -4.184
H -2.560 -2.178 -3.968
H -0.911 -2.751 -4.116
C 11.513 -3.199 -1.977
C 10.831 -4.394 -2.865
O 9.478 -4.589 -2.383
C 8.523 -3.759 -2.772
O 8.545 -2.841 -3.644
O 7.448 -4.021 -1.975
C 6.158 -3.484 -2.253
H 12.590 -3.208 -2.144
H 11.374 -3.215 -0.896
H 11.135 -2.195 -2.172
H 11.358 -5.333 -2.695
H 10.894 -4.187 -3.934
H 6.173 -2.420 -2.017
H 5.209 -3.894 -1.906
H 6.167 -3.475 -3.342
*
```

Values from the calculation:
- Structure (SMILES): O=[N+]([O-])c1ccccc1.COP(=O)(OC)OC.COP(=O)(OC)OC.COP(=O)(OC)OC.COP(=O)(OC)OC.CCOC(=O)OC.CCOC(=O)OC.CCOC(=O)OC
- Gap between HOMO and LUMO: 9.41 eV
- DFT total energy: -4633.7865 hartree
- Highest occupied orbital energy: -9.864 eV

---

Here is a structure of composition C30H66FN3O6Zr in a non-equilibrium geometry from OMol25. Energies are from wB97M-V/def2-TZVPD.

```
! wB97M-V def2-TZVPD RIJCOSX def2/J DEFGRID3
* xyz 0 1
Zr 4.830 -0.290 -12.862
C 8.434 0.467 -9.786
C 9.007 -0.657 -10.720
C 9.996 -1.438 -9.736
C 10.454 -2.768 -10.265
C 9.289 -3.552 -10.844
C 8.269 -2.840 -11.792
N 7.862 -1.540 -11.147
O 6.890 -0.794 -11.930
C 7.129 -3.865 -11.827
C 8.958 -2.734 -13.161
C 9.871 0.021 -11.873
H 9.207 0.852 -9.122
H 7.664 0.060 -9.131
H 8.056 1.309 -10.367
H 9.522 -1.614 -8.770
H 10.849 -0.777 -9.583
H 11.007 -3.369 -9.543
H 11.095 -2.597 -11.130
H 8.765 -4.094 -10.057
H 9.751 -4.337 -11.443
H 6.456 -3.751 -12.677
H 6.549 -3.768 -10.909
H 7.431 -4.904 -11.963
H 8.739 -3.620 -13.757
H 10.035 -2.577 -13.099
H 8.585 -1.852 -13.684
H 10.633 0.689 -11.471
H 9.228 0.619 -12.518
H 10.323 -0.772 -12.469
C 2.719 -1.715 -8.339
C 3.837 -2.527 -9.061
C 3.949 -3.942 -8.477
C 2.868 -5.004 -8.867
C 2.794 -5.051 -10.421
C 2.739 -3.683 -11.173
N 3.686 -2.710 -10.584
O 3.616 -1.397 -11.290
C 1.230 -3.247 -10.948
C 3.143 -4.034 -12.676
C 5.147 -1.795 -8.702
H 2.928 -1.445 -7.304
H 1.752 -2.211 -8.260
H 2.445 -0.820 -8.897
H 3.973 -3.820 -7.394
H 4.937 -4.336 -8.712
H 1.918 -4.682 -8.442
H 3.028 -6.024 -8.518
H 1.866 -5.602 -10.570
H 3.582 -5.699 -10.806
H 0.597 -3.863 -11.587
H 1.123 -2.201 -11.233
H 0.890 -3.379 -9.920
H 4.156 -4.390 -12.865
H 3.059 -3.177 -13.345
H 2.450 -4.765 -13.091
H 5.369 -1.889 -7.639
H 5.087 -0.723 -8.887
H 6.033 -2.145 -9.233
C 6.230 0.874 -17.357
C 7.068 1.361 -16.217
C 8.187 2.266 -16.862
C 7.740 3.662 -17.248
C 6.909 4.397 -16.167
C 5.756 3.494 -15.517
N 6.281 2.122 -15.156
O 5.336 1.340 -14.415
C 4.451 3.415 -16.455
C 5.383 4.259 -14.243
C 7.889 0.198 -15.616
H 6.791 0.329 -18.116
H 5.690 1.647 -17.903
H 5.363 0.344 -16.961
H 8.648 1.751 -17.705
H 8.981 2.382 -16.125
H 7.130 3.562 -18.145
H 8.593 4.304 -17.467
H 6.493 5.296 -16.622
H 7.623 4.817 -15.458
H 3.682 4.094 -16.087
H 4.004 2.422 -16.504
H 4.653 3.735 -17.477
H 5.110 5.302 -14.402
H 6.099 4.258 -13.421
H 4.532 3.826 -13.719
H 7.225 -0.626 -15.352
H 8.420 0.498 -14.712
H 8.658 -0.272 -16.228
F 5.447 -1.907 -14.198
C 2.884 -0.624 -15.586
O 2.956 -0.611 -14.182
H 1.852 -0.816 -15.882
H 3.036 0.387 -15.963
H 3.576 -1.297 -16.092
H 2.033 -0.708 -13.936
C 4.542 -4.162 -18.202
O 4.276 -3.640 -16.955
H 4.742 -5.231 -18.127
H 3.659 -4.043 -18.830
H 5.330 -3.547 -18.636
H 5.094 -3.541 -16.462
C 7.915 -3.105 -16.623
O 6.871 -3.672 -15.778
H 8.283 -3.865 -17.311
H 7.568 -2.274 -17.238
H 8.755 -2.693 -16.064
H 6.577 -2.994 -15.165
*
```

Values from the calculation:
- Relative energy (zero: lowest compared OMol25 entry of this formula, charge and spin): 95.1 kcal/mol
- Gap between HOMO and LUMO: 6.44 eV
- DFT total energy: -1945.1103 hartree
- Highest occupied orbital energy: -7.399 eV